Here is 3 unconnected molecules or ions with the total composition C4H13NO3 in a non-equilibrium geometry from the Open Molecules 2025 dataset. Energies are from ωB97M-V/def2-TZVPD.

Last columns: bonded neighbours and bond lengths (Å).
Positions of all 21 atoms, in Å:
1 C -0.785 -1.286 0.056  C2 1.512, N5 1.414, H8 1.117, H9 1.085
2 C 0.363 -0.812 0.919  C1 1.512, C3 1.523, H10 1.084, H11 1.088
3 C -0.227 0.125 1.964  C2 1.523, O4 1.361, H12 1.103, H13 1.102
4 O -0.781 1.200 1.341  C3 1.361
5 N -1.422 -0.151 -0.495  C1 1.414, C6 1.434, H15 1.102
6 C -0.608 0.337 -1.570  N5 1.434, H16 1.088, H17 1.094, H20 1.131
7 O 1.584 -1.344 -1.596  H18 0.967
8 H -0.223 -1.805 -0.759  C1 1.117
9 H -1.463 -1.982 0.540  C1 1.085
10 H 1.030 -0.238 0.286  C2 1.084
11 H 0.998 -1.575 1.364  C2 1.088
12 H -0.997 -0.420 2.535  C3 1.103
13 H 0.567 0.381 2.684  C3 1.102
14 H 0.237 1.787 0.352  O21 1.013
15 H -1.452 0.588 0.322  N5 1.102
16 H -0.801 1.385 -1.789  C6 1.088
17 H -0.840 -0.264 -2.455  C6 1.094
18 H 2.307 -1.404 -2.236  O7 0.967
19 H 1.052 3.099 0.081  O21 0.947
20 H 0.487 0.178 -1.337  C6 1.131
21 O 0.975 2.200 -0.206  H14 1.013, H19 0.947

Computed properties:
gap between HOMO and LUMO	4.85	eV
relative energy (zero: lowest compared OMol25 entry of this formula, charge and spin)	798.70	kJ/mol